Record 1
The following is a quantum chemistry calculation of a structure of composition C5H17N2O3 in a non-equilibrium geometry, from the Open Molecules 2025 dataset.

- LUMO energy (eV) = -2.85
- relative energy (zero: lowest compared OMol25 entry of this formula, charge and spin) (kJ/mol) = 279.3
- energy (eV) = -14575.3351
- charge = +1

Last column: Mulliken charge in e.
CARTESIAN COORDINATES (ANGSTROEM)
C -0.452991 1.714320 -0.406869  -0.24
C 0.567483 1.027208 -0.921755  -0.45
H 1.442151 -3.504107 -0.800552  0.31
H -0.849636 0.526357 3.527532  0.40
H -0.030455 2.415515 1.716732  0.49
H -0.213115 -0.548571 -2.026840  0.65
H -1.347314 -0.820266 2.756821  0.38
H -1.458750 2.903805 1.010240  0.31
C -1.557720 0.847535 1.586318  -0.72
O 1.248444 -1.246264 1.537946  -0.69
O 0.889817 -3.319670 -0.036231  -0.68
H 1.403764 0.652436 -0.361120  0.32
H -0.109224 -1.824894 -2.707874  0.26
H -1.932834 0.181183 0.808993  0.42
C 1.218239 1.082385 -3.171998  -0.26
H 1.116382 -1.983691 0.893965  0.35
H 1.080820 0.622244 -4.150968  0.25
H 2.177832 -1.088572 1.566261  0.29
H 0.115913 -0.290197 2.323369  0.26
H -2.525885 1.150873 2.006816  0.42
H -1.289174 1.970060 -1.050085  0.35
O -0.337606 -1.505748 -1.827312  -0.68
H 0.042257 -3.591562 -0.432794  0.31
N 0.479448 0.607662 -2.268649  -0.37
H 1.929979 1.904051 -3.201846  0.29
N -0.830192 0.060084 2.625151  -0.17
C -0.777626 2.057818 1.004748  -0.80

Forces on the atoms, in the same order (eV/Å):
0.624 0.026 -0.370
-0.856 1.143 0.363
0.655 0.243 0.071
0.393 0.158 0.010
0.608 -0.472 -0.350
-0.489 -0.539 -0.106
0.110 0.247 0.114
-0.245 0.022 -0.180
-1.258 0.743 -0.063
-0.848 0.182 0.123
-0.479 -0.974 -0.545
0.234 -0.015 0.200
-0.187 -0.550 0.075
0.809 -0.251 -0.141
-0.531 -0.544 -1.435
-0.205 -0.069 -0.086
0.021 0.080 -0.062
1.027 0.146 0.164
0.173 0.192 -0.188
0.468 0.217 0.514
0.186 -0.125 -0.346
-0.704 -2.018 0.042
-0.046 0.554 0.604
1.820 2.918 -0.029
0.087 0.067 0.939
-0.738 -0.938 -0.191
-0.629 -0.444 0.872

---

Record 2
The following is a quantum chemistry calculation of a structure of composition C48H63FN10O7P2Ti in a non-equilibrium geometry, from the Open Molecules 2025 dataset.

- LUMO energy (alpha / beta) (eV) = -7.55 / -7.57
- multiplicity = 2
- relative energy (zero: lowest compared OMol25 entry of this formula, charge and spin) (kJ/mol) = 0.0
- ⟨S²⟩ = 0.75
- energy (eV) = -124425.8905
- charge = +3

Last column: Mulliken charge in e.
CARTESIAN COORDINATES (ANGSTROEM)
C -2.697165 1.878063 -0.029384  -0.41
C 3.048733 1.935204 1.514793  -1.18
H 2.355143 2.960304 -1.498923  0.14
O 0.015646 1.541066 -1.363094  0.79
C 1.983235 2.435789 2.314834  -0.14
C -0.654439 2.550187 3.243850  -1.31
C 3.737001 3.447268 5.269662  -0.44
H -2.246202 2.306373 0.866307  -0.49
C 0.153173 -0.439886 -4.392868  -1.38
C 4.537111 2.541840 3.141870  0.25
H 0.638946 6.362658 1.935911  0.52
C -3.070005 -0.150050 -1.245967  -0.98
C -1.739081 -0.689026 6.007457  0.28
H 1.897250 -4.208769 2.820943  0.88
H -1.695007 4.329640 0.085046  0.33
O -1.310470 -2.642289 -0.201559  -0.50
C -4.694282 1.508608 1.176351  -0.83
C 0.847330 -2.426212 2.327248  -0.90
C -1.242964 -2.838239 10.365021  -0.69
C 1.277532 -3.403391 3.192407  -0.47
N -4.456512 0.065797 1.180211  0.20
H -0.566028 -2.849528 11.218300  0.40
H 0.206725 -2.269793 8.901978  0.49
C 2.499613 -4.116404 6.412038  -0.43
C -3.033743 -0.174675 1.159296  -0.75
H -1.394041 -3.853850 9.998709  0.36
C -3.005918 -1.358952 8.619287  -0.59
H -1.907920 4.539736 1.831555  0.26
P 2.715742 1.026203 -0.051670  2.13
H -3.707113 -3.282506 9.343232  0.37
H -2.943001 -0.325048 8.988127  0.41
H 5.252361 3.957343 6.667047  0.43
O 0.305044 2.369400 -3.371605  -0.39
H 0.362521 0.256897 -5.191343  0.46
C -0.256261 -2.666856 -3.636829  -0.93
H 5.744277 1.178685 0.161108  0.22
C 1.202612 -2.560199 0.885106  0.28
C -1.328600 -0.571921 4.711962  -0.75
H -2.896004 -1.225302 -1.266816  -0.12
H 3.268901 -1.126532 1.614634  0.07
H -4.878294 -1.584699 -0.038684  0.33
H 2.836006 -1.731029 -1.187546  0.00
C -5.058240 -0.507480 -0.023596  -0.64
H -2.943205 -2.973101 11.570368  0.36
C -0.349347 -2.600401 6.336344  -0.17
C 5.031374 3.557163 5.687955  -0.61
O -0.303179 -0.365400 2.077178  -0.07
C -0.387026 -1.465050 4.178809  0.53
H -2.250732 2.344314 -0.911039  0.10
H 3.234436 -5.877266 5.255562  0.28
N -4.491124 0.093491 -1.229541  0.18
C 0.791435 5.331946 2.256036  -1.72
C -0.396551 -2.169567 -2.345162  0.45
N 2.192315 2.890321 3.524126  -0.25
O 1.590491 -3.610958 0.423545  -0.74
H 4.631569 -1.997664 0.903614  0.54
H -2.474695 -1.429821 11.269363  0.40
C -0.756331 -1.912744 9.260415  -0.65
C 1.525030 -4.478669 5.327988  -0.45
H 3.622105 -0.597963 -2.306013  0.34
H -6.134211 -0.330900 -0.008156  0.35
C 0.052080 -1.355434 2.797312  0.37
O -0.604019 -4.337790 -1.484596  -0.45
H -1.344241 5.871319 0.841243  0.59
H 2.905037 3.758012 5.885072  0.50
C 0.113168 1.348360 -2.581227  0.23
H 3.565583 -4.263667 4.483416  0.33
C 5.868609 2.666847 3.601005  -0.67
N -4.116427 2.134778 -0.011195  0.16
C 5.454769 0.415665 -0.554506  -1.81
C -0.804264 -3.065714 -1.215333  -0.18
N -0.238422 -0.878333 -2.049475  1.35
H -1.712157 2.357462 3.062610  0.28
H 0.324916 5.223335 3.232590  0.32
H -0.586180 -0.908021 9.679439  0.19
H -3.719297 -1.365625 7.798340  0.46
H 1.862095 5.179916 2.372176  0.39
H 0.135365 -2.152002 -5.686167  0.52
C 3.465536 2.944108 3.976585  0.04
N 4.290071 2.013778 1.921417  0.02
H -5.767674 1.697408 1.195292  0.37
H 0.371857 2.131632 -4.306880  0.34
H 0.829335 5.680136 -0.417935  0.63
H -2.643909 0.310907 -2.142307  0.26
H 5.458038 0.842040 -1.556815  0.40
C 0.024814 -1.790208 -4.674652  -1.21
H -2.573312 0.281523 2.038281  -0.20
H -5.802920 1.722850 -1.181285  0.38
H -4.499093 -1.880868 10.107481  0.44
C 0.100997 -2.488767 5.012918  -0.26
C 6.103262 3.167847 4.848205  -0.60
H -0.849260 -4.885382 -0.723981  0.49
H 2.770758 -3.074829 6.505062  0.22
H 7.116669 3.275882 5.206589  0.44
H -0.549660 3.483914 3.790203  0.60
C -1.278165 4.791777 0.977853  -1.79
H -0.001342 -3.422135 6.939583  1.01
H 4.560292 -1.853911 -1.525344  0.62
O 1.093790 -1.466100 0.182822  0.18
C 3.148030 2.235509 -1.354532  -1.59
N 0.989895 -3.420534 4.495166  0.35
H 4.901916 -0.492644 1.788247  0.37
H 6.209523 -0.371736 -0.541653  0.56
H -2.835080 -1.248423 1.163569  0.20
N -1.719353 -1.856836 8.179236  0.28
Ti 0.016179 0.092781 0.069016  0.48
C -4.729081 1.534824 -1.195019  -0.77
H 2.443923 -4.665218 7.340584  0.32
C 4.102526 -0.220708 -0.211044  2.15
C 0.191075 4.413128 1.188769  1.58
C 0.949854 4.640277 -0.112909  -1.69
H 2.017601 4.465271 0.018302  0.33
C -1.275160 -1.713888 6.862953  -1.09
H -4.306410 1.993399 -2.092117  0.33
C 0.021779 -0.033917 -3.067138  0.80
F -2.595555 0.228617 6.490143  -0.37
H 3.310497 1.701432 -2.292122  0.50
H 4.069084 2.759171 -1.097043  0.47
C 4.228340 -1.004541 1.104067  -1.82
C 2.972895 -4.833406 5.183943  -0.93
H 6.670523 2.362810 2.944277  0.51
H -4.245081 1.951270 2.069273  0.33
H -0.239622 1.754976 3.858736  0.25
C -3.561739 -2.265424 9.707494  -0.97
N -2.368436 0.418317 -0.047743  1.83
H -1.721168 0.227978 4.104406  0.38
H 0.574145 4.010239 -0.918488  0.12
C 3.735978 -1.155673 -1.372874  -1.62
P 0.273045 2.583501 1.666692  1.49
H 0.813641 -5.276114 5.505483  0.52
H -0.378081 -3.724469 -3.814722  0.68
N -2.581350 -2.354637 10.840757  -0.13

Forces on the atoms, in the same order (eV/Å):
0.017 0.111 0.045
0.046 -0.074 -0.028
-0.027 0.019 -0.020
-0.085 0.755 -1.424
-0.066 0.043 -0.043
-0.004 -0.041 -0.016
0.080 0.003 0.023
-0.063 -0.035 -0.099
-0.019 0.059 0.484
-0.083 0.035 0.055
-0.014 0.062 -0.029
0.069 -0.100 -0.115
0.089 -0.014 -0.091
-0.001 0.004 -0.016
-0.026 -0.015 -0.020
0.001 0.046 -0.102
-0.037 0.042 0.061
-0.107 0.017 -0.072
0.130 -0.032 -0.050
-0.051 0.117 -0.113
-0.060 -0.051 0.128
-0.007 0.009 -0.038
-0.027 -0.033 0.010
-0.025 -0.074 -0.050
0.063 -0.069 0.140
0.033 0.043 0.017
-0.164 0.051 -0.023
-0.034 -0.002 0.048
-0.099 -0.069 -0.157
-0.005 0.052 0.004
-0.027 -0.022 0.010
-0.004 0.018 0.042
-0.081 -0.003 0.165
0.014 0.068 -0.053
0.011 0.155 -0.108
0.019 0.017 0.020
0.298 0.022 0.301
0.020 -0.087 0.113
0.047 0.061 0.025
0.017 -0.039 -0.022
-0.014 0.024 0.001
-0.057 -0.050 0.015
-0.090 -0.086 0.005
0.015 0.022 -0.012
-0.077 0.122 -0.098
-0.118 -0.003 -0.012
-0.044 -0.213 0.200
-0.055 0.003 0.065
-0.036 -0.030 0.059
0.004 -0.045 0.004
-0.005 -0.022 -0.118
0.023 -0.097 0.006
0.203 0.261 -0.097
0.030 0.056 0.134
-0.019 -0.042 0.045
0.024 -0.034 -0.018
-0.012 -0.044 0.008
0.106 0.009 0.071
0.112 -0.144 0.117
-0.022 0.017 -0.049
0.030 -0.016 0.001
0.129 -0.079 -0.011
0.051 -0.015 -0.280
0.008 0.041 -0.016
-0.032 0.017 0.033
0.120 0.381 0.705
0.027 0.016 -0.027
0.013 0.027 0.078
-0.009 0.137 0.005
-0.035 0.051 0.011
-0.255 -0.085 0.365
0.087 -0.017 -0.684
-0.028 -0.001 -0.004
-0.016 0.004 0.038
0.017 -0.005 0.007
0.014 0.002 0.027
0.042 -0.005 0.012
-0.003 -0.026 -0.042
0.097 -0.026 -0.055
0.105 0.016 0.027
0.016 0.005 0.006
-0.021 0.000 -0.051
0.003 0.057 -0.016
-0.010 -0.013 0.046
0.011 0.019 -0.025
-0.025 -0.127 0.126
-0.066 -0.061 -0.092
0.030 0.005 -0.005
0.022 -0.012 -0.027
-0.117 0.142 0.013
0.004 -0.047 -0.111
-0.016 0.007 0.088
0.006 0.061 -0.004
0.049 -0.001 0.002
0.002 -0.006 -0.013
-0.031 -0.042 -0.011
0.012 -0.052 0.080
0.029 -0.013 -0.009
-0.031 -0.459 0.002
0.010 0.011 0.014
-0.009 0.060 -0.125
-0.003 0.015 0.032
0.038 -0.047 0.001
0.007 0.065 0.000
-0.028 -0.214 0.179
-0.011 0.269 0.867
-0.045 0.059 -0.074
-0.005 -0.015 0.030
-0.002 -0.028 0.023
-0.034 0.010 0.040
0.034 -0.020 -0.011
0.062 -0.013 -0.012
0.113 0.121 -0.349
-0.019 -0.007 0.014
-0.133 -0.836 -0.133
-0.003 -0.030 0.045
0.003 -0.025 -0.014
-0.021 -0.016 -0.008
-0.085 0.028 0.037
-0.062 0.032 0.025
0.050 -0.013 -0.028
-0.016 -0.007 -0.006
-0.001 0.021 -0.023
-0.127 0.022 -0.102
0.356 -0.077 -0.005
-0.006 0.005 -0.009
-0.021 -0.012 -0.022
-0.008 0.023 -0.027
-0.061 -0.033 -0.030
0.023 0.001 0.025
-0.004 -0.030 -0.009
-0.023 0.048 0.139

---

Record 3
The following is a quantum chemistry calculation of the molecule C2H2Cl2N2S in a non-equilibrium geometry, from the Open Molecules 2025 dataset.

- LUMO energy (eV) = 0.06
- relative energy (zero: lowest compared OMol25 entry of this formula, charge and spin) (kJ/mol) = 195.4
- energy (eV) = -40963.1542
- SMILES = ClC1=CSNN1Cl

Last column: Mulliken charge in e.
CARTESIAN COORDINATES (ANGSTROEM)
N 1.222164 0.794001 0.753825  -0.18
N -0.041627 0.948228 0.914236  -0.18
C 0.316400 -0.975964 -0.610625  -0.06
H -0.476100 1.845267 1.078884  0.32
C 1.412464 -0.645182 0.062949  0.13
Cl 1.969299 2.081072 -0.466568  -0.23
Cl 2.940857 -1.365026 0.114907  -0.12
H 0.056271 -1.902091 -1.241482  0.32
S -1.048090 0.114749 -0.306328  0.00

Forces on the atoms, in the same order (eV/Å):
3.111 -2.406 -0.338
-3.228 -1.406 -0.722
-1.637 -1.067 -0.427
0.870 0.382 0.338
-0.853 2.933 0.661
0.061 0.021 -0.511
-0.212 0.266 0.088
0.875 1.638 1.159
1.013 -0.360 -0.248

---

Record 4
The following is a quantum chemistry calculation of a cluster of 3 separate species, C4H9ClFN2O2 in total in a non-equilibrium geometry, from the Open Molecules 2025 dataset.

- LUMO energy (eV) = 2.87
- relative energy (zero: lowest compared OMol25 entry of this formula, charge and spin) (kJ/mol) = 147.5
- energy (eV) = -26606.2613
- charge = -1

Last column: Mulliken charge in e.
CARTESIAN COORDINATES (ANGSTROEM)
H 0.627542 1.578003 0.224361  0.36
H 1.800514 -0.951570 -1.021835  0.30
O -1.520349 1.185306 1.931797  -0.56
H 2.549353 0.646555 -0.869582  0.40
C -1.310063 -0.585576 -1.177981  -1.20
H -2.374413 -0.810439 -1.035288  0.31
C -0.718083 -0.019387 0.071065  -0.04
N -1.538224 0.118441 1.360824  1.11
H -0.671344 -1.348629 -1.639345  0.32
H 1.669280 0.939856 1.970703  0.22
N 1.211844 0.142951 1.545197  -0.48
H 1.912738 -0.601364 1.490865  0.26
F -1.430402 1.846611 -0.561945  -0.66
Cl -0.141498 -2.619826 0.750872  -0.57
C 0.713571 0.479739 0.224445  0.60
H 1.116804 0.480165 -1.907754  0.37
O -2.345141 -0.741595 1.629191  -0.58
C 1.586301 0.126768 -0.977705  -1.53
H -1.138429 0.133992 -2.007884  0.37

Forces on the atoms, in the same order (eV/Å):
-0.470 -0.375 -0.161
-0.269 0.235 -0.042
1.226 -0.178 0.100
-0.238 -0.062 -0.024
0.576 0.478 -0.895
0.578 -0.228 -0.261
-0.023 1.464 -0.644
-1.830 0.625 -0.537
-0.530 -0.777 1.099
-0.111 0.059 -0.109
1.152 -0.439 0.074
-0.648 0.005 0.081
0.580 -1.393 0.443
0.335 0.390 -0.173
-0.315 0.602 0.133
0.162 -0.210 0.260
0.309 -0.479 -0.370
0.286 -0.168 0.097
-0.770 0.452 0.930

---

Record 5
The following is a quantum chemistry calculation of a structure of composition C6H8NaO3Tl in a non-equilibrium geometry, from the Open Molecules 2025 dataset.

- LUMO energy (alpha / beta) (eV) = 2.05 / 2.15
- multiplicity = 2
- ⟨S²⟩ = 0.75
- energy (eV) = -21602.3872
- charge = -1

Last column: Mulliken charge in e.
CARTESIAN COORDINATES (ANGSTROEM)
C -0.802754 -1.588467 -0.840516  -0.40
H -1.079210 -1.427545 -1.891503  0.38
C 1.728626 1.622586 1.189268  -0.71
O 1.530166 -2.262957 -0.835766  -0.88
Tl -4.912025 2.484273 1.051624  -0.05
H -1.805921 1.081737 -0.980611  0.31
H 0.123345 -2.916829 0.533372  0.20
C -2.047250 0.455313 -0.100603  0.04
H -0.061804 -3.584037 -1.101631  0.26
H -0.958374 -0.861131 1.158071  0.26
H 2.126621 1.651455 2.206081  0.21
H 0.679478 1.336813 1.038404  0.14
O -3.072962 0.806960 0.623896  -0.53
O 2.180319 2.077246 -1.111312  -0.85
C -1.261453 -0.682197 0.116550  -0.22
C 2.489922 2.078572 0.141775  0.09
Na 1.407725 -0.061731 -1.060183  0.77
C 0.229668 -2.656047 -0.550072  -0.30
H 3.505878 2.445977 0.413152  0.29

Forces on the atoms, in the same order (eV/Å):
-0.454 2.231 1.066
0.077 0.019 0.237
0.128 0.213 -0.067
-1.408 0.527 -0.362
-0.017 0.010 -0.008
-0.238 -0.126 0.180
-0.107 0.068 -0.259
-4.573 2.492 1.021
-0.038 0.290 0.065
-0.303 -0.146 -0.306
-0.209 -0.035 -0.328
0.335 0.080 0.113
3.811 -1.188 -2.152
-0.026 -0.164 0.239
2.133 -3.163 -0.301
-0.225 -0.232 0.033
0.590 0.155 0.236
0.726 -0.982 0.678
-0.203 -0.052 -0.086

---

Number 3 is which compound?
C2H2Cl2N2S

---

Which of these has the highest energy?
C5H17N2O3

---

Which of these has the lowest energy?
C48H63FN10O7P2Ti

---

Which value of energy does entry 4 give?
-26606.2613 eV